{
  "formula": "C4H6O3S",
  "method": "the ωB97M-V functional and the def2-TZVPD basis",
  "species": ["C", "C", "C", "C", "O", "O", "O", "S", "H", "H", "H", "H", "H", "H"],
  "xyz": [[1.866, -1.560, -0.314], [1.972, -0.291, 0.175], [0.868, 0.641, -0.139], [-2.063, 1.189, 0.036], [0.847, 1.800, -0.438], [-1.076, -0.863, 1.441], [-1.061, -1.032, -1.048], [-0.931, -0.250, 0.139], [2.650, -2.260, -0.153], [0.922, -1.878, -0.689], [2.714, 0.101, 0.858], [-1.321, 2.013, 0.006], [-2.733, 1.163, -0.854], [-2.653, 1.227, 0.980]],
  "e_above_lowest_ev": 0.000,
  "spin_multiplicity": 3,
  "max_force_ev_per_a": 3.3,
  "homo_lumo_gap_ev": [6.9777, 6.7319],
  "s_squared": 2.028,
  "total_energy_ev": -21217.378
}

{
  "formula": "C3H8NO2",
  "method": "the ωB97M-V functional and the def2-TZVPD basis",
  "species": ["C", "O", "C", "N", "H", "H", "H", "H", "H", "H", "O", "C", "H", "H"],
  "xyz": [[-0.192, 0.154, -1.052], [0.838, -0.759, -1.077], [-0.570, 0.599, 0.359], [-1.680, 1.580, 0.323], [0.105, 1.091, -1.573], [-1.095, -0.222, -1.579], [-0.779, -0.269, 0.979], [0.289, 1.119, 0.776], [-2.462, 1.185, -0.179], [-2.017, 1.774, 1.260], [1.189, -1.627, 1.426], [1.813, -1.499, 0.361], [2.550, -0.706, 0.184], [2.010, -2.421, -0.208]],
  "e_above_lowest_ev": 2.985,
  "max_force_ev_per_a": 0.8,
  "total_charge": -1,
  "homo_lumo_gap_ev": 7.6622,
  "total_energy_ev": -8824.808
}

{
  "formula": "CH3N3O2",
  "method": "the ωB97M-V functional and the def2-TZVPD basis",
  "species": ["C", "N", "N", "N", "O", "O", "H", "H", "H"],
  "xyz": [[0.609, -0.125, -0.243], [1.963, 2.453, 1.413], [1.568, 2.161, 0.417], [-0.132, -0.689, 0.615], [-0.025, -1.612, 1.436], [-1.385, 0.148, 0.539], [0.236, 0.776, -0.600], [1.629, -0.474, -0.545], [-1.827, 0.335, 1.386]],
  "e_above_lowest_ev": 4.048,
  "max_force_ev_per_a": 3.7,
  "smiles": "C=[N+]([O-])O.N#N",
  "homo_lumo_gap_ev": 10.2845,
  "total_energy_ev": -9647.384
}

{
  "formula": "C37H46BBrF4N10OPS2Tl",
  "method": "the ωB97M-V functional and the def2-TZVPD basis",
  "species": ["Tl", "C", "N", "C", "C", "N", "B", "N", "C", "C", "N", "C", "C", "S", "C", "S", "H", "H", "H", "H", "H", "H", "H", "H", "H", "H", "H", "H", "F", "C", "C", "F", "C", "F", "C", "P", "C", "C", "C", "C", "C", "C", "C", "C", "C", "C", "C", "C", "C", "Br", "C", "F", "H", "H", "H", "H", "H", "H", "H", "H", "H", "H", "N", "C", "C", "C", "N", "H", "H", "H", "H", "H", "H", "H", "H", "H", "H", "C", "N", "C", "C", "C", "O", "H", "H", "H", "H", "H", "H", "H", "H", "H", "N", "C", "C", "N", "C", "C", "N", "H", "H", "H", "H", "H"],
  "xyz": [[0.739, -0.148, 0.938], [5.545, -0.348, -0.264], [5.136, -1.550, -1.000], [5.655, -1.973, -2.158], [5.012, -3.162, -2.479], [4.110, -3.424, -1.529], [3.221, -4.709, -1.483], [1.739, -4.330, -1.967], [0.787, -5.263, -1.890], [-0.379, -4.750, -2.447], [-0.096, -3.510, -2.870], [-1.034, -2.589, -3.528], [1.225, -3.215, -2.572], [1.964, -1.783, -2.949], [4.177, -2.444, -0.568], [3.343, -2.373, 0.849], [6.291, 0.171, -0.856], [5.966, -0.633, 0.696], [4.681, 0.292, -0.109], [6.434, -1.438, -2.678], [5.151, -3.808, -3.330], [3.676, -5.504, -2.266], [3.143, -5.130, -0.361], [0.978, -6.239, -1.471], [-1.347, -5.206, -2.580], [-1.869, -3.174, -3.903], [-0.533, -2.092, -4.351], [-1.372, -1.840, -2.816], [0.071, 7.925, 4.059], [-0.100, 6.873, 3.275], [-0.722, 7.009, 2.055], [-1.154, 8.200, 1.665], [-0.900, 5.900, 1.248], [-1.525, 6.138, 0.090], [-0.473, 4.626, 1.602], [-0.620, 3.144, 0.493], [-2.406, 2.764, 0.555], [-2.748, 1.447, 0.859], [-4.076, 1.045, 0.953], [-5.088, 1.970, 0.738], [-4.766, 3.285, 0.425], [-3.439, 3.679, 0.334], [-0.328, 3.835, -1.171], [0.947, 4.347, -1.412], [1.281, 4.851, -2.661], [0.351, 4.821, -3.693], [-0.911, 4.288, -3.468], [-1.250, 3.801, -2.211], [0.160, 4.530, 2.850], [0.841, 2.901, 3.543], [0.341, 5.626, 3.672], [0.940, 5.529, 4.855], [-1.958, 0.715, 1.002], [-4.322, 0.018, 1.199], [-6.125, 1.670, 0.815], [-5.553, 4.010, 0.256], [-3.210, 4.707, 0.089], [1.683, 4.367, -0.612], [2.267, 5.267, -2.832], [0.607, 5.215, -4.669], [-1.638, 4.261, -4.270], [-2.242, 3.395, -2.047], [-0.749, -0.316, 3.153], [-0.530, -1.330, 4.202], [0.769, -1.148, 4.954], [2.040, -1.480, 4.182], [2.357, -0.483, 3.138], [-0.650, 0.621, 3.533], [-1.713, -0.374, 2.838], [-0.527, -2.321, 3.735], [-1.355, -1.320, 4.916], [0.728, -1.818, 5.815], [0.829, -0.132, 5.370], [1.916, -2.454, 3.695], [2.857, -1.591, 4.899], [3.242, -0.711, 2.698], [2.507, 0.416, 3.579], [-2.035, -5.253, 1.909], [-1.231, -4.121, 1.443], [0.190, -4.147, 1.765], [-1.766, -3.060, 0.808], [-3.256, -3.068, 0.572], [-1.084, -2.097, 0.431], [-1.361, -6.081, 2.120], [-2.746, -5.583, 1.154], [-2.581, -5.018, 2.823], [0.321, -4.474, 2.796], [0.608, -3.154, 1.648], [0.736, -4.831, 1.111], [-3.805, -3.150, 1.512], [-3.567, -3.911, -0.050], [-3.522, -2.137, 0.078], [-2.959, 0.694, -4.167], [-1.752, 0.901, -3.562], [-1.566, 0.642, -2.193], [-0.400, 0.837, -1.613], [0.599, 1.312, -2.369], [0.407, 1.555, -3.713], [-0.757, 1.340, -4.326], [-3.786, 0.538, -3.623], [-3.064, 0.993, -5.120], [-2.382, 0.278, -1.574], [1.548, 1.514, -1.881], [1.215, 1.938, -4.328]],
  "e_above_lowest_ev": 2.529,
  "max_force_ev_per_a": 0.5,
  "total_charge": 2,
  "homo_lumo_gap_ev": [4.5978, 4.7889],
  "total_energy_ev": -173294.152
}

{
  "formula": "C4H13NO2",
  "method": "the ωB97M-V functional and the def2-TZVPD basis",
  "species": ["C", "C", "C", "O", "C", "N", "H", "H", "H", "H", "H", "H", "H", "H", "H", "H", "H", "H", "H", "O"],
  "xyz": [[0.521, -0.319, -0.065], [0.015, 1.107, -0.217], [-1.145, 1.285, -1.171], [1.124, 1.941, -0.632], [1.455, -0.444, 1.165], [0.828, -1.126, 2.302], [-0.229, -1.101, 0.014], [1.082, -0.579, -0.974], [-0.142, 1.568, 0.765], [-0.840, 0.968, -2.180], [-1.396, 2.334, -1.311], [-1.987, 0.632, -0.959], [1.609, 1.483, -1.309], [2.358, -0.999, 0.885], [1.864, 0.539, 1.399], [-0.025, -1.604, 2.055], [0.626, -0.447, 3.020], [-2.444, -2.868, -1.106], [-2.989, -1.519, -0.868], [-2.159, -1.936, -1.154]],
  "e_above_lowest_ev": 0.820,
  "max_force_ev_per_a": 1.4,
  "smiles": "C[C@H](O)CCN.O",
  "homo_lumo_gap_ev": 9.4920,
  "total_energy_ev": -9943.377
}

{
  "formula": "C35H38FN3O3SiTa",
  "method": "the ωB97M-V functional and the def2-TZVPD basis",
  "species": ["C", "C", "C", "H", "C", "C", "H", "H", "H", "H", "Ta", "C", "H", "H", "H", "Si", "C", "C", "H", "C", "H", "C", "H", "C", "H", "C", "H", "C", "C", "H", "C", "H", "C", "H", "C", "H", "C", "H", "H", "H", "F", "C", "C", "C", "C", "O", "C", "C", "N", "C", "C", "C", "C", "C", "C", "N", "C", "C", "N", "C", "C", "C", "O", "O", "H", "H", "H", "H", "H", "H", "H", "H", "H", "H", "H", "H", "H", "H", "H", "H", "H", "H"],
  "xyz": [[-2.614, -1.477, 1.298], [-2.938, -2.438, 0.289], [-1.720, -3.014, -0.182], [-3.930, -2.747, 0.007], [-0.644, -2.431, 0.538], [-1.185, -1.479, 1.460], [-0.654, -1.019, 2.291], [-3.327, -0.975, 1.939], [-1.648, -3.797, -0.919], [0.396, -2.747, 0.489], [-1.704, -0.787, -0.658], [-4.449, -1.131, -5.256], [-4.062, -2.138, -5.427], [-4.195, -0.442, -6.093], [-5.532, -1.167, -5.080], [-3.642, -0.825, -2.770], [-4.890, 0.396, -2.167], [-5.544, 0.207, -0.942], [-5.208, -0.582, -0.261], [-6.652, 1.007, -0.621], [-7.203, 0.795, 0.291], [-7.103, 2.000, -1.498], [-8.007, 2.585, -1.271], [-6.384, 2.239, -2.681], [-6.729, 2.993, -3.390], [-5.261, 1.467, -3.008], [-4.718, 1.645, -3.945], [-4.119, -2.594, -2.691], [-5.465, -2.882, -2.437], [-6.162, -2.085, -2.156], [-5.910, -4.200, -2.566], [-6.963, -4.424, -2.390], [-5.011, -5.223, -2.903], [-5.353, -6.260, -2.982], [-3.653, -4.926, -3.099], [-2.919, -5.710, -3.321], [-3.198, -3.608, -3.006], [-2.143, -3.341, -3.154], [-2.111, -0.400, -2.617], [-3.898, -0.637, -4.306], [4.882, -1.305, -0.406], [4.148, -0.253, 0.098], [2.854, -0.116, -0.349], [2.013, 0.881, 0.216], [0.630, 0.955, -0.052], [0.066, -0.004, -0.819], [-0.155, 1.927, 0.608], [0.464, 2.836, 1.462], [1.779, 2.713, 1.819], [2.370, 3.514, 2.844], [1.476, 4.189, 3.848], [2.331, 3.033, 4.274], [2.573, 1.733, 1.211], [3.905, 1.580, 1.625], [4.740, 0.585, 1.072], [6.056, 0.455, 1.534], [6.311, 0.537, 2.970], [7.601, 1.307, 3.233], [8.667, 0.647, 2.431], [8.422, 0.499, 0.974], [7.101, -0.248, 0.811], [-1.655, 2.064, 0.439], [-2.234, 3.102, 0.684], [-2.316, 0.963, 0.010], [2.477, -0.781, -1.109], [-0.118, 3.635, 1.917], [3.268, 4.057, 2.525], [1.788, 5.168, 4.208], [0.410, 3.972, 3.812], [1.792, 2.109, 4.498], [3.174, 3.265, 4.926], [4.311, 2.253, 2.388], [6.395, -0.490, 3.398], [5.480, 1.041, 3.477], [7.549, 2.349, 2.901], [7.890, 1.272, 4.289], [9.555, 1.141, 2.581], [8.741, -0.306, 2.799], [9.257, -0.059, 0.542], [8.387, 1.505, 0.545], [7.210, -1.277, 1.212], [6.859, -0.293, -0.254]],
  "e_above_lowest_ev": 1.981,
  "max_force_ev_per_a": 4.8,
  "total_charge": 3,
  "homo_lumo_gap_ev": [5.5086, 5.7525],
  "total_energy_ev": -59644.583
}

{
  "formula": "C5H17N2O",
  "method": "the ωB97M-V functional and the def2-TZVPD basis",
  "species": ["C", "C", "C", "C", "N", "C", "N", "H", "H", "H", "H", "H", "H", "H", "H", "H", "H", "H", "H", "H", "H", "H", "H", "H", "O"],
  "xyz": [[1.257, -0.578, 0.241], [1.430, 0.705, 1.045], [0.177, 1.458, 1.614], [-1.244, 0.898, 1.646], [-1.845, 0.727, 0.298], [-3.225, 0.237, 0.268], [0.687, -0.466, -1.094], [0.709, -1.315, 0.830], [2.204, -1.143, 0.301], [2.062, 0.462, 1.891], [2.011, 1.368, 0.439], [0.035, 2.375, 1.042], [0.457, 1.931, 2.558], [-1.830, 1.561, 2.259], [-1.312, -0.114, 2.037], [-1.719, 1.591, -0.178], [-3.400, -0.386, 1.131], [-3.536, -0.412, -0.577], [-4.041, 0.957, 0.464], [1.114, -1.185, -1.723], [0.870, 0.411, -1.567], [-1.238, 0.076, -0.320], [3.787, -2.912, -4.870], [3.277, -3.555, -3.661], [3.313, -2.690, -4.076]],
  "e_above_lowest_ev": 1.418,
  "max_force_ev_per_a": 2.6,
  "total_charge": 1,
  "homo_lumo_gap_ev": 10.5374,
  "total_energy_ev": -10481.517
}

{
  "formula": "C25H64O15V2",
  "method": "the ωB97M-V functional and the def2-TZVPD basis",
  "species": ["O", "V", "O", "O", "V", "O", "C", "O", "O", "O", "C", "C", "C", "O", "H", "H", "H", "H", "H", "H", "H", "H", "C", "C", "C", "O", "H", "H", "H", "H", "H", "H", "H", "H", "C", "C", "C", "O", "H", "H", "H", "H", "H", "H", "H", "H", "C", "C", "C", "O", "H", "H", "H", "H", "H", "H", "H", "H", "C", "C", "C", "O", "H", "H", "H", "H", "H", "H", "H", "H", "C", "C", "C", "O", "H", "H", "H", "H", "H", "H", "H", "H", "C", "C", "C", "O", "H", "H", "H", "H", "H", "H", "H", "H", "C", "C", "C", "O", "H", "H", "H", "H", "H", "H", "H", "H"],
  "xyz": [[1.564, 1.808, 2.743], [0.119, 1.515, 2.090], [-0.858, 1.414, 3.349], [-3.978, 1.410, -0.637], [-3.153, 0.090, -0.756], [-3.778, -0.780, -1.989], [-0.652, 0.885, -0.357], [-1.481, 0.905, 0.571], [-1.101, 0.543, -1.454], [0.503, 1.065, -0.057], [2.380, -3.652, -0.744], [2.084, -2.213, -1.191], [1.446, -2.026, -2.577], [1.248, -1.641, -0.214], [1.420, -4.159, -0.643], [2.868, -3.658, 0.231], [3.005, -4.159, -1.479], [3.031, -1.677, -1.137], [0.557, -2.646, -2.692], [2.171, -2.226, -3.367], [1.158, -0.976, -2.632], [1.141, -0.692, -0.316], [2.258, -2.313, 3.394], [0.834, -1.728, 3.471], [0.373, -1.014, 4.723], [0.643, -0.857, 2.382], [2.374, -2.908, 4.299], [2.999, -1.523, 3.520], [2.558, -2.857, 2.498], [0.110, -2.540, 3.410], [0.698, -1.600, 5.582], [-0.707, -0.924, 4.842], [0.896, -0.072, 4.890], [0.777, -1.332, 1.558], [-1.872, -4.324, -1.335], [-2.231, -3.592, -0.070], [-1.580, -4.109, 1.221], [-1.958, -2.190, -0.196], [-2.098, -5.361, -1.088], [-0.806, -4.287, -1.557], [-2.450, -4.004, -2.202], [-3.305, -3.739, 0.043], [-0.497, -4.017, 1.304], [-1.811, -5.172, 1.300], [-1.901, -3.526, 2.084], [-1.034, -2.117, -0.446], [-5.669, -0.336, 2.848], [-4.315, -0.390, 2.162], [-3.359, -1.286, 2.902], [-4.397, -0.929, 0.837], [-6.141, -1.318, 2.815], [-6.297, 0.326, 2.252], [-5.647, 0.113, 3.841], [-3.948, 0.636, 2.151], [-3.374, -0.970, 3.945], [-2.317, -1.142, 2.616], [-3.560, -2.355, 2.964], [-4.925, -1.731, 0.829], [3.990, 0.392, 1.311], [5.106, 0.896, 0.451], [6.479, 0.518, 1.118], [5.037, 0.278, -0.758], [3.867, 1.128, 2.105], [4.133, -0.584, 1.775], [3.039, 0.326, 0.782], [5.017, 1.963, 0.251], [6.472, -0.568, 1.213], [6.752, 1.050, 2.028], [7.296, 0.714, 0.424], [4.274, 0.657, -1.201], [-1.556, 5.945, 1.900], [-1.519, 4.476, 2.465], [-2.756, 3.775, 1.818], [-0.302, 3.923, 1.968], [-1.016, 6.143, 0.974], [-0.992, 6.488, 2.658], [-2.540, 6.401, 1.790], [-1.521, 4.442, 3.554], [-2.806, 3.764, 0.729], [-3.667, 4.298, 2.109], [-2.873, 2.779, 2.246], [0.340, 4.636, 1.923], [-0.578, 0.567, -5.232], [-2.078, 0.663, -5.019], [-2.692, -0.697, -4.987], [-2.382, 1.196, -3.759], [0.022, 1.403, -5.590], [-0.322, -0.192, -5.971], [-0.029, 0.179, -4.374], [-2.600, 1.336, -5.699], [-2.130, -1.422, -4.399], [-2.675, -1.068, -6.012], [-3.744, -0.670, -4.703], [-1.738, 0.958, -3.089], [1.521, 2.810, -3.276], [2.807, 2.018, -2.938], [4.077, 2.848, -3.130], [2.812, 1.680, -1.553], [1.399, 3.683, -2.635], [0.599, 2.276, -3.045], [1.437, 3.044, -4.337], [2.854, 1.190, -3.646], [4.431, 2.941, -4.157], [4.923, 2.469, -2.557], [3.905, 3.860, -2.762], [1.917, 1.448, -1.295]],
  "max_force_ev_per_a": 6.0,
  "homo_lumo_gap_ev": 8.4169,
  "total_energy_ev": -109052.902
}